{
  "formula": "C40H107NO37S12",
  "method": "ωB97M-V/def2-TZVPD",
  "spin_multiplicity": 1,
  "charge": 0,
  "e_homo_ev": -9.3,
  "energy_ev": -250478.118,
  "homo_lumo_gap_ev": 9.353,
  "lumo_ev": 0.05,
  "molar_mass_g_mol": 1579.07,
  "elements": ["S", "S", "S", "S", "S", "S", "S", "S", "S", "S", "S", "S", "O", "O", "O", "O", "O", "O", "O", "O", "O", "O", "O", "O", "O", "O", "O", "O", "O", "O", "O", "O", "O", "O", "O", "O", "O", "O", "O", "O", "O", "O", "O", "O", "O", "O", "O", "O", "O", "N", "C", "C", "C", "C", "C", "C", "C", "C", "C", "C", "C", "C", "C", "C", "C", "C", "C", "C", "C", "C", "C", "C", "C", "C", "C", "C", "C", "C", "C", "C", "C", "C", "C", "C", "C", "C", "C", "C", "C", "C", "H", "H", "H", "H", "H", "H", "H", "H", "H", "H", "H", "H", "H", "H", "H", "H", "H", "H", "H", "H", "H", "H", "H", "H", "H", "H", "H", "H", "H", "H", "H", "H", "H", "H", "H", "H", "H", "H", "H", "H", "H", "H", "H", "H", "H", "H", "H", "H", "H", "H", "H", "H", "H", "H", "H", "H", "H", "H", "H", "H", "H", "H", "H", "H", "H", "H", "H", "H", "H", "H", "H", "H", "H", "H", "H", "H", "H", "H", "H", "H", "H", "H", "H", "H", "H", "H", "H", "H", "H", "H", "H", "H", "H", "H", "H", "H", "H", "H", "H", "H", "H", "H", "H", "H", "H", "H", "H"],
  "positions_angstrom": [[5.779, 7.285, -3.875], [4.389, -3.553, -0.075], [-6.446, -0.574, 2.531], [5.739, 3.046, -0.541], [0.704, -2.430, -3.593], [-0.987, 4.103, -1.161], [3.166, 2.821, -4.754], [-0.027, -0.210, 1.478], [-3.298, -5.955, -0.016], [1.611, 3.835, 4.003], [-3.775, -3.156, 4.768], [-4.487, -2.343, -2.333], [-5.404, -3.283, -1.777], [6.778, 3.499, 0.361], [-3.444, -6.492, -1.328], [-6.794, -1.531, 3.551], [-4.759, -2.026, -3.814], [2.109, 2.315, 4.147], [-6.539, 0.782, 2.939], [0.569, -2.008, -2.178], [0.139, 3.581, -1.885], [-2.862, 2.823, 5.180], [0.045, -1.676, -4.572], [4.821, 1.997, 0.238], [-0.624, 0.600, 2.520], [-3.155, -2.048, 4.102], [3.403, -4.308, -0.786], [-4.567, -3.998, 3.929], [3.675, 3.826, -3.866], [5.422, -4.247, 0.623], [2.282, 4.276, 2.840], [-2.594, -6.971, 0.899], [-2.308, 3.479, -1.551], [-0.902, 4.047, 0.263], [0.180, -3.964, -3.783], [-2.660, -4.022, 5.430], [-7.445, -0.757, 1.378], [-4.435, -1.047, -1.706], [6.227, 8.615, -4.024], [-2.605, -4.722, 0.139], [6.136, 2.412, -1.760], [1.098, -0.995, 1.877], [7.027, 6.392, -4.248], [5.199, 6.869, -2.640], [5.007, -2.522, -1.206], [3.444, 3.060, -6.145], [1.760, 4.465, 5.246], [0.517, 0.761, 0.331], [3.698, 1.389, -4.321], [-4.116, 2.973, 1.674], [2.259, 0.215, 5.354], [2.401, -2.389, -3.943], [5.336, 0.253, -5.556], [-6.011, -1.416, -4.146], [-3.851, 3.483, 3.061], [2.222, 1.061, -1.382], [-1.324, -1.113, 0.619], [-1.895, 1.218, -2.340], [-0.138, 3.704, 3.679], [-1.346, 5.774, -1.805], [-2.529, 2.100, -1.349], [-2.386, 1.752, 6.017], [6.617, -1.224, -2.162], [-3.404, 2.356, 3.918], [-4.537, -2.688, 6.252], [-5.139, 4.236, 3.591], [4.686, 4.434, -0.775], [-2.893, -3.083, -2.455], [-1.254, -3.478, 5.309], [-0.194, -6.212, -2.872], [-8.220, -2.175, -0.517], [7.328, 5.104, -3.704], [-7.819, -2.144, 0.990], [-5.809, 0.119, -4.482], [1.479, 2.522, -4.545], [5.115, 1.246, -4.496], [-4.979, -5.672, 0.637], [6.439, -2.419, -1.223], [3.602, -2.375, 1.039], [4.676, 2.212, 1.697], [-0.344, -4.662, 5.609], [-2.383, -6.553, 2.369], [1.954, 1.022, 0.124], [7.646, 4.201, -4.908], [5.209, 1.110, 2.457], [1.783, 1.633, 5.404], [0.672, -5.001, -2.912], [-4.906, -0.885, 1.879], [4.594, 6.791, -5.098], [-3.293, -7.248, 3.318], [5.244, 5.142, -1.327], [4.697, 0.144, 2.374], [1.548, 1.807, -1.830], [-1.313, -6.750, 2.604], [-4.198, 1.686, 4.140], [0.708, -4.381, 5.506], [-4.305, -6.916, 3.201], [5.604, 0.935, -3.592], [-2.276, 6.067, -1.345], [4.365, 4.879, 0.188], [-4.794, -5.203, 1.635], [3.841, 3.977, -1.291], [3.614, 2.397, 1.857], [-4.901, -3.575, 6.737], [2.889, -3.194, -3.361], [1.912, 0.153, -1.931], [5.397, 2.239, -4.809], [-4.834, -0.388, 0.893], [-6.713, -1.612, -3.359], [-4.857, -2.035, 1.761], [-2.663, 1.763, 3.368], [8.530, 4.683, -5.386], [-2.479, -5.496, 2.409], [-6.928, -2.744, 1.138], [4.771, 0.374, -6.490], [1.657, -5.249, -3.239], [-9.335, -2.267, -0.709], [3.271, -1.597, 0.352], [-7.867, -1.318, -1.071], [-3.166, 1.203, 6.568], [-5.602, -6.638, 0.566], [-2.190, 1.324, -3.360], [-3.147, -7.071, 4.421], [-8.649, -2.403, 1.615], [-2.104, -0.443, 0.258], [-1.140, -6.118, -2.317], [-1.906, 1.033, 5.380], [6.819, -3.329, -1.699], [0.799, -4.636, -1.883], [1.056, 2.664, -5.555], [-5.877, 3.463, 3.774], [6.208, 0.916, 2.062], [2.708, -1.418, -3.536], [4.417, 5.741, -4.795], [-0.498, 6.386, -1.424], [5.127, -0.792, -5.208], [-1.596, 2.167, 6.668], [2.088, 2.074, 0.322], [-5.071, 0.130, -5.245], [-4.184, -0.588, 2.642], [2.810, -2.802, 1.630], [-1.262, -2.757, 6.083], [-6.223, -1.804, -5.137], [6.417, 0.339, -5.849], [3.738, 7.316, -4.814], [1.052, 3.300, -3.853], [3.341, 0.188, 5.498], [3.238, 1.285, -1.667], [0.404, -7.034, -2.482], [-2.198, 0.230, -2.136], [-5.359, -4.947, -0.126], [6.432, 4.711, -3.200], [-3.589, 2.014, -1.427], [6.305, -1.351, -3.191], [4.801, 6.934, -6.195], [1.248, 1.504, -4.276], [4.442, -2.117, 1.808], [6.769, 4.110, -5.575], [2.622, 0.377, 0.718], [6.923, -2.240, -0.256], [-7.734, -3.061, -0.974], [-1.321, 5.658, -2.898], [-3.058, 4.234, 3.027], [0.707, 1.659, 5.447], [-0.487, -6.610, -3.836], [8.066, 3.304, -4.480], [-5.039, 4.860, 4.494], [7.676, -1.045, -2.185], [5.426, 1.383, 3.488], [-0.323, 2.977, 2.867], [-5.477, 0.812, -3.675], [-5.076, 3.166, 1.398], [-0.759, 1.329, -2.399], [-5.552, 4.836, 2.841], [-3.509, 3.482, 1.056], [-2.254, -2.506, -3.060], [-2.166, 1.823, -0.341], [1.849, -0.395, 6.174], [-3.835, -2.200, 6.979], [-2.875, -4.154, -2.709], [-5.378, -1.996, 6.035], [2.513, -2.498, -5.058], [2.206, 2.329, 6.146], [-3.209, -8.352, 3.192], [-1.639, -1.803, 1.404], [8.229, 5.163, -3.029], [2.024, -0.293, 4.372], [-0.718, 3.443, 4.575], [-0.537, -5.522, 4.975], [-1.043, -3.137, 4.270], [-6.759, 0.479, -4.917], [6.235, -0.371, -1.676], [5.196, 3.183, 1.907], [-0.795, -1.525, -0.233], [-0.517, -5.034, 6.596], [-2.424, -3.000, -1.458], [-0.286, 4.721, 3.294]]
}